(1)
The following is a quantum chemistry calculation of a molecular structure, C4H6O2Tl in a non-equilibrium geometry, from the OMol25 dataset.

Each line ends with the Mulliken charge.
CARTESIAN COORDINATES (ANGSTROEM)
O (2.0892, 1.2958, -0.1225)  -0.746
C (1.3407, -0.4678, -0.1742)  -0.311
C (0.2033, -0.7012, 0.6153)  -0.460
C (-1.1709, -0.9216, 0.0871)  -0.388
C (-1.9380, 0.3530, -0.1094)  0.131
O (-1.5062, 1.4558, 0.1748)  -0.505
H (2.9787, 1.0847, 0.1620)  0.299
H (2.2855, -0.8414, 0.2461)  0.315
H (1.1909, -0.4813, -1.2686)  0.179
H (-1.7946, -1.5515, 0.7483)  0.323
H (-1.1968, -1.4343, -0.8996)  0.306
H (-2.9587, 0.2574, -0.5302)  0.391
Tl (0.4769, 1.9524, 1.0710)  0.467

The energy relative to the best compared isomer or geometry (same formula, charge and spin) comes out at 35.54 kJ/mol. The value obtained for the strongest force on any atom is 3.97 eV/A. For the gap between HOMO and LUMO (spin up / spin down), the calculation gives 7.7 / 6.4 eV. The charge is 0. As for the multiplicity: 2. The calculation puts the total energy at -478.77279 hartree. The LUMO energy (spin up / spin down) comes out at 0.46 / -0.54 eV. As for the expectation value of S²: 0.756.



(2)
The following is a quantum chemistry calculation of a molecular structure, C4H6O3Tm in a non-equilibrium geometry, from the OMol25 dataset.

Each line ends with the Mulliken charge.
CARTESIAN COORDINATES (ANGSTROEM)
C (-0.3344, -2.7143, 0.6841)  0.447
C (-0.9525, -1.8139, -0.0271)  0.104
O (-0.1745, -3.3111, 1.7470)  -0.001
H (-1.1351, -2.7342, -0.8048)  0.433
H (-1.7327, -1.1982, 0.4349)  0.422
H (-0.5088, -4.2339, 1.7848)  0.518
O (-0.5882, 0.3645, -1.0954)  -0.333
C (-0.8027, 1.5203, -0.8212)  0.499
O (0.1399, 2.3843, -0.4897)  -0.317
Tm (-1.0624, 3.9983, 1.0167)  1.834
C (1.5652, 1.9905, -0.5915)  -0.536
H (1.7449, 1.0325, -0.0976)  0.323
H (1.7465, 1.9227, -1.6671)  0.332
H (2.0947, 2.7927, -0.0731)  0.276

The energy relative to the best compared isomer or geometry (same formula, charge and spin) comes out at 152.45 kJ/mol. The value obtained for the strongest force on any atom is 5.94 eV/A. For the gap between HOMO and LUMO (spin up / spin down), the calculation gives 5.9 / 3.1 eV. The charge is +4. As for the multiplicity: 4. The calculation puts the total energy at -1464.73277 hartree. The LUMO energy (spin up / spin down) comes out at -19.45 / -21.54 eV. As for the expectation value of S²: 3.762.



(3)
The following is a quantum chemistry calculation of C4H6O4 in the gas phase in a non-equilibrium geometry, from the OMol25 dataset.

Each line ends with the Mulliken charge.
CARTESIAN COORDINATES (ANGSTROEM)
C (0.4677, 1.0552, 0.3078)  0.118
C (-0.4323, 0.2033, 1.0596)  -0.110
C (-0.6605, 0.3891, -0.4202)  -0.230
C (-0.5240, -0.7065, -1.3948)  0.323
H (1.9768, 0.6696, -0.8275)  0.366
H (0.3662, 2.1613, 0.3199)  0.301
H (-1.0765, 0.6566, 1.8414)  0.305
H (1.0248, -0.9083, 1.5710)  0.329
H (-1.5072, 0.9828, -0.6893)  0.378
H (-0.4581, -1.7286, 0.0835)  0.439
O (1.7514, 0.6085, 0.1445)  -0.552
O (0.0835, -1.0330, 1.5029)  -0.557
O (-0.5035, -1.9483, -0.9121)  -0.527
O (-0.5082, -0.4017, -2.5867)  -0.583

The energy relative to the best compared isomer or geometry (same formula, charge and spin) comes out at 217.52 kJ/mol. The value obtained for the strongest force on any atom is 2.83 eV/A. Its SMILES is O=C(O)[C@@H]1[C@H](O)[C@@H]1O. For the gap between HOMO and LUMO, the calculation gives 10.6 eV. The charge is 0. The calculation puts the total energy at -456.93806 hartree. The LUMO energy comes out at 0.42 eV.